The following is a quantum chemistry calculation of a structure of composition C8H32B2In2O8 at a distorted geometry, from the Open Molecules 2025 dataset.

Energy   -36830.45654 eV
Relative energy (zero: lowest compared OMol25 entry of this formula, charge and spin)   0.0 kJ/mol
M   507.6 g mol⁻¹
HOMO   -18.232 eV
Lowest unoccupied orbital energy   -16.8 eV
Charge   +4
Gap between HOMO and LUMO   0.05094 hartree

Geometry (Å):
In1 -1.9618 14.3162 -5.2011
In2 -8.2595 17.0551 -10.5115
O1 -7.6551 15.3809 -0.9246
O2 -12.6623 18.3939 -8.7598
O3 -3.1849 18.5582 -2.4947
O4 -5.8867 13.2108 -1.5214
O5 -12.2650 15.7803 -7.5361
O6 -7.6941 21.8429 -7.9390
O7 -1.2318 19.3206 -4.7371
O8 -8.7335 22.2177 -10.7096
C1 -13.0725 16.7026 -6.8894
C2 -2.7195 19.9086 -2.7539
C3 -1.4209 20.0723 -3.5029
C4 -8.6215 23.2678 -9.7325
C5 -13.5731 17.6488 -7.9309
C6 -6.2838 13.5136 -0.1690
C7 -8.7273 22.7636 -8.2201
C8 -7.7176 14.1513 -0.2084
B1 -6.5769 16.2049 -5.9515
B2 -3.4743 14.7701 -10.2217
H1 -0.6068 19.8455 -5.2426
H2 -6.2528 12.5372 0.3145
H3 -8.5184 23.6086 -7.5640
H4 -12.8984 19.3243 -8.7470
H5 -8.1246 14.4294 0.7637
H6 -13.7756 16.1022 -6.3121
H7 -7.4682 16.8082 -5.8757
H8 -4.0334 15.1326 -11.0704
H9 -6.7251 15.4475 -6.7056
H10 -12.6780 14.9175 -7.6167
H11 -5.5722 14.1943 0.2984
H12 -8.6977 22.6719 -11.5546
H13 -14.0482 18.4818 -7.4127
H14 -9.3348 24.0627 -9.9499
H15 -0.6358 19.9041 -2.7658
H16 -7.1564 15.2228 -1.7295
H17 -1.3095 21.1417 -3.6817
H18 -5.6724 16.7647 -6.1325
H19 -4.1349 18.5717 -2.3575
H20 -7.6388 23.6922 -9.9383
H21 -2.6217 20.4095 -1.7908
H22 -4.2742 14.3705 -9.6177
H23 -6.5620 12.7018 -1.9759
H24 -3.5971 20.2891 -3.2765
H25 -2.7519 13.9897 -10.4042
H26 -6.8673 22.3110 -7.8014
H27 -14.3522 17.2361 -8.5719
H28 -9.6978 22.2986 -8.0471
H29 -6.4341 15.6901 -5.0141
H30 -2.9625 15.5551 -9.6868
H31 -12.3727 17.0792 -6.1433
H32 -8.4364 13.4925 -0.6957

Atoms 1-3, force components in eV/Å:
In 0.19 -0.04 0.11
In -0.15 0.05 -0.10
O 0.13 -0.75 0.79